(1)
{
  "formula": "C5H6FNO6",
  "method": "ωB97M-V with the def2-TZVPD basis set",
  "total_charge": 0,
  "homo_lumo_gap_ev": 10.3,
  "spin_multiplicity": 1,
  "symbols": ["C", "C", "C", "C", "C", "N", "O", "O", "O", "O", "O", "O", "F", "H", "H", "H", "H", "H", "H"],
  "positions_angstrom": [[0.219, 1.584, -0.112], [0.266, -1.008, 0.553], [-1.866, 2.323, 0.730], [-0.490, -3.003, -0.466], [1.245, 0.579, 0.062], [2.220, 0.190, -0.973], [1.667, -0.307, -1.932], [0.119, 2.304, -1.065], [0.081, -1.259, 1.708], [3.410, 0.347, -0.788], [-0.685, 1.501, 0.901], [0.004, -1.596, -0.507], [2.066, 0.874, 1.167], [-1.876, 2.513, -0.330], [-1.823, 3.195, 1.329], [-2.749, 1.721, 1.197], [-1.599, -3.021, -0.235], [0.184, -3.535, 0.332], [-0.393, -3.399, -1.570]],
  "mulliken_charge": [0.4340, 0.5599, -0.6755, -0.5834, 0.6392, 0.9197, -0.5237, -0.5465, -0.4989, -0.5530, -0.2784, -0.2160, -0.3225, 0.3831, 0.2493, 0.2133, 0.2592, 0.2969, 0.2434]
}


(2)
{
  "formula": "C16H24N8",
  "method": "ωB97M-V with the def2-TZVPD basis set",
  "total_charge": 0,
  "homo_lumo_gap_ev": 7.2,
  "spin_multiplicity": 1,
  "symbols": ["C", "C", "N", "H", "H", "H", "C", "C", "N", "H", "H", "H", "C", "C", "N", "H", "H", "H", "C", "C", "N", "H", "H", "H", "C", "C", "N", "H", "H", "H", "C", "C", "N", "H", "H", "H", "C", "C", "N", "H", "H", "H", "C", "C", "N", "H", "H", "H"],
  "positions_angstrom": [[0.417, -0.511, -2.793], [-1.055, -0.564, -2.745], [-2.227, -0.559, -2.710], [0.735, 0.445, -3.210], [0.803, -1.377, -3.330], [0.789, -0.620, -1.774], [3.769, 0.739, -2.039], [5.093, 0.064, -2.109], [6.133, -0.512, -2.215], [3.732, 1.719, -1.562], [3.028, 0.055, -1.627], [3.384, 0.774, -3.058], [-2.905, 0.429, 1.047], [-3.678, -0.617, 0.376], [-4.348, -1.404, -0.166], [-1.859, 0.129, 1.109], [-3.252, 0.624, 2.061], [-2.973, 1.274, 0.361], [-1.879, -2.845, 2.775], [-1.377, -1.769, 1.888], [-0.980, -0.979, 1.175], [-1.978, -3.812, 2.282], [-2.584, -2.440, 3.500], [-1.045, -3.022, 3.454], [2.635, 3.004, -0.254], [2.200, 2.908, -1.595], [1.905, 2.797, -2.717], [3.658, 3.376, -0.303], [2.578, 2.075, 0.314], [2.127, 3.824, 0.253], [-0.535, 0.910, 2.910], [-0.024, 2.167, 3.409], [0.295, 3.164, 3.879], [-0.530, 0.162, 3.703], [0.095, 0.543, 2.099], [-1.613, 0.966, 2.760], [-2.203, -2.465, -0.635], [-0.782, -1.987, -0.753], [0.328, -1.641, -0.832], [-2.543, -2.633, 0.387], [-2.165, -3.419, -1.160], [-2.850, -1.751, -1.144], [-0.198, 0.472, 0.004], [1.172, 0.471, -0.483], [2.277, 0.394, -0.789], [-0.778, -0.049, -0.758], [-0.490, 1.522, 0.052], [-0.303, -0.036, 0.963]],
  "mulliken_charge": [0.2546, 0.2552, -0.5680, 0.2969, 0.4352, -0.8649, -0.1875, 0.2474, -0.5798, 0.0140, 0.0266, 0.3254, -0.1096, 0.2213, -0.5719, 0.0211, 0.4221, 0.3217, -1.7213, 0.8752, -0.1197, 0.3993, 0.3242, 0.4865, -1.1486, 0.5496, -0.5424, 0.4106, 0.3954, 0.3703, -0.1135, 0.0266, -0.4605, 0.5054, 0.5070, 0.0130, -1.9211, 0.8596, -0.5077, 0.3017, 0.4278, 0.5323, 0.4815, 1.0870, -0.6870, -1.2023, 0.8937, -0.9824]
}


(3)
{
  "formula": "C3H7NO",
  "method": "ωB97M-V with the def2-TZVPD basis set",
  "total_charge": 0,
  "homo_lumo_gap_ev": 10.3,
  "smiles": "CC/C=N/O",
  "spin_multiplicity": 1,
  "symbols": ["C", "C", "C", "N", "O", "H", "H", "H", "H", "H", "H", "H"],
  "positions_angstrom": [[-2.423, -0.355, 0.132], [-1.116, 0.523, -0.120], [0.126, -0.210, -0.112], [1.271, 0.540, 0.081], [2.378, -0.390, -0.009], [-2.430, -0.633, 1.230], [-2.459, -1.259, -0.478], [-3.390, 0.233, -0.115], [-1.338, 1.013, -1.126], [-1.069, 1.432, 0.619], [0.176, -1.323, -0.445], [3.065, 0.128, 0.422]],
  "mulliken_charge": [-1.0414, -0.0430, -0.1248, -0.3440, -0.3880, 0.2835, 0.3260, 0.2790, 0.1995, 0.2091, 0.2968, 0.3474]
}


(4)
{
  "formula": "C5H11NO2",
  "method": "ωB97M-V with the def2-TZVPD basis set",
  "total_charge": 0,
  "homo_lumo_gap_ev": 8.0,
  "smiles": "CCN/C(O)=C(\\C)O",
  "spin_multiplicity": 1,
  "symbols": ["C", "C", "N", "C", "O", "C", "C", "O", "H", "H", "H", "H", "H", "H", "H", "H", "H", "H", "H"],
  "positions_angstrom": [[1.873, -0.256, 0.770], [1.355, 1.047, -0.131], [0.549, 0.617, -1.237], [-0.468, -0.304, -1.029], [-0.400, -1.390, -1.900], [-1.247, -0.355, 0.078], [-1.658, 0.802, 0.933], [-2.006, -1.493, 0.327], [2.552, 0.153, 1.513], [1.131, -0.853, 1.295], [2.454, -0.899, 0.113], [0.763, 1.657, 0.555], [2.194, 1.627, -0.513], [1.114, 0.309, -2.021], [-1.294, -1.666, -2.135], [-1.426, 1.752, 0.462], [-2.737, 0.749, 1.078], [-1.182, 0.758, 1.913], [-1.569, -2.255, -0.071]],
  "mulliken_charge": [-1.0086, -0.5764, -0.2674, 0.4372, -0.6263, 0.4160, -1.4291, -0.6123, 0.3923, 0.2845, 0.3054, 0.1726, 0.4132, 0.3236, 0.3731, 0.3544, 0.4251, 0.2881, 0.3347]
}


(5)
{
  "formula": "C8H19NO3S",
  "method": "ωB97M-V with the def2-TZVPD basis set",
  "total_charge": 0,
  "homo_lumo_gap_ev": [4.1, 7.2],
  "spin_multiplicity": 3,
  "symbols": ["C", "C", "C", "C", "C", "C", "C", "C", "N", "O", "O", "O", "S", "H", "H", "H", "H", "H", "H", "H", "H", "H", "H", "H", "H", "H", "H", "H", "H", "H", "H", "H"],
  "positions_angstrom": [[1.156, 2.047, -1.198], [0.944, 1.802, 1.269], [1.147, -2.273, -0.998], [1.517, -1.426, 1.295], [-1.351, -0.698, 0.617], [0.307, 1.441, -0.068], [1.258, -1.002, -0.150], [0.068, -0.049, -0.350], [-0.425, -0.139, -1.695], [-3.604, 0.158, 1.496], [-2.697, 1.431, -0.379], [-3.551, -0.809, -0.806], [-2.838, 0.072, 0.066], [2.194, 1.729, -1.117], [1.117, 3.131, -1.137], [0.782, 1.739, -2.170], [0.360, 1.432, 2.106], [1.962, 1.429, 1.340], [0.990, 2.887, 1.345], [0.245, -2.830, -0.751], [2.001, -2.914, -0.796], [1.139, -2.042, -2.059], [0.777, -2.153, 1.619], [2.496, -1.898, 1.353], [1.504, -0.592, 1.986], [-1.441, -1.752, 0.414], [-1.239, -0.482, 1.668], [-0.677, 1.915, -0.109], [2.131, -0.449, -0.511], [-4.306, 0.810, 1.450], [-0.805, -1.056, -1.891], [-1.166, 0.539, -1.840]],
  "lowdin_spin": [0.0304, 0.0014, 0.0048, 0.0061, 0.4995, 0.0330, 0.0582, 0.4302, 0.4676, 0.0569, 0.0309, 0.0722, 0.1497, 0.0024, 0.0033, 0.0064, 0.0014, 0.0004, 0.0003, 0.0030, 0.0008, 0.0025, 0.0011, 0.0005, 0.0003, 0.0218, 0.0304, 0.0040, 0.0232, 0.0146, 0.0253, 0.0172]
}


(6)
{
  "formula": "Cl4O16Pb",
  "method": "ωB97M-V with the def2-TZVPD basis set",
  "total_charge": -2,
  "homo_lumo_gap_ev": 2.4,
  "spin_multiplicity": 1,
  "symbols": ["Pb", "Cl", "O", "O", "O", "O", "Cl", "O", "O", "O", "O", "Cl", "O", "O", "O", "O", "Cl", "O", "O", "O", "O"],
  "positions_angstrom": [[21.075, -8.866, -2.743], [24.883, -8.972, -7.029], [26.000, -9.705, -6.451], [23.862, -8.963, -6.007], [25.522, -7.675, -7.314], [24.298, -9.697, -8.155], [18.275, -5.860, 1.216], [17.101, -5.728, 0.348], [18.441, -4.517, 1.797], [17.735, -6.830, 2.159], [19.419, -6.439, 0.568], [16.880, -7.475, -6.479], [15.783, -7.194, -5.471], [17.252, -6.278, -7.194], [18.060, -7.907, -5.772], [16.435, -8.496, -7.316], [19.061, -12.279, 1.332], [19.844, -11.766, 2.315], [19.389, -12.031, -0.086], [19.171, -13.696, 1.391], [17.651, -11.830, 1.483]],
  "mulliken_charge": [1.6363, 1.4959, -0.6491, -0.6297, -0.6056, -0.6014, 1.5434, -0.6039, -0.6006, -0.5787, -0.6045, 1.5475, -0.6434, -0.6166, -0.6402, -0.5907, 1.5786, -0.5544, -0.6434, -0.6244, -0.6151]
}


ΔE to the lowest compared entry with this formula, charge and spin for every record listed, in sequence, given in kcal/mol: 16.8, 418.6, 76.8, 46.0, 55.3, 200.2.